# C5H13NO3

A cluster of 2 separate species, C5H13NO3 in total (ωB97M-V/def2-TZVPD, OMol25).

Results
HOMO (eV): -10.160
SMILES: CC(O)(O)/N=C\O.CC
Relative energy (zero: lowest compared OMol25 entry of this formula, charge and spin) (kJ/mol): 92.8
Orbital gap (eV): 10.79

Last column: natural (NBO) charge in e.
Element x y z (Å)
1 C 0.52 0.03 1.61  0.6095
2 C 1.45 0.10 -0.54  0.4627
3 C -1.25 -0.79 -2.06  -0.6177
4 C 0.03 1.07 2.62  -0.6445
5 C -1.32 0.62 -2.64  -0.6004
6 N 0.90 0.73 0.40  -0.5766
7 O 1.61 -0.72 2.14  -0.7554
8 O -0.47 -0.90 1.30  -0.7234
9 O 1.76 -1.18 -0.62  -0.6656
10 H 2.30 -0.12 2.43  0.4813
11 H -0.76 -1.33 2.12  0.4829
12 H 1.48 -1.64 0.19  0.5107
13 H -1.16 -0.75 -0.98  0.2213
14 H 1.74 0.66 -1.42  0.1658
15 H -0.39 -1.32 -2.47  0.2004
16 H -2.15 -1.35 -2.31  0.1986
17 H -0.86 1.54 2.23  0.2317
18 H 0.80 1.84 2.75  0.2196
19 H -0.18 0.59 3.57  0.2043
20 H -1.39 0.59 -3.73  0.1972
21 H -0.44 1.19 -2.36  0.1971
22 H -2.20 1.14 -2.26  0.2005